# 1
ORCA calculation (ωB97M-V with the def2-TZVPD basis set) on C17H14BrLaNO3S as an isolated structure at a distorted geometry.

As for the multiplicity: 1. The value obtained for the LUMO energy is 0.0955 hartree. The total charge is -1. The value obtained for the HOMO-LUMO gap is 7.289 eV.

CARTESIAN COORDINATES (ANGSTROEM)
1 C 1.511 -1.776 -0.368
2 C 2.253 -0.676 0.216
3 C 1.740 -0.466 1.568
4 H 2.974 -0.044 -0.290
5 C 0.696 -1.445 1.809
6 C 0.538 -2.243 0.604
7 H -0.223 -3.003 0.455
8 H 1.633 -2.148 -1.379
9 H 1.988 0.363 2.218
10 H 0.062 -1.491 2.687
11 La -0.075 0.153 0.183
12 Br 1.173 2.395 0.181
13 C -1.824 0.980 -1.187
14 C -2.092 -0.447 -1.030
15 C -1.059 -1.167 -1.763
16 H -2.836 -0.883 -0.367
17 C -0.163 -0.195 -2.363
18 C -0.647 1.126 -2.031
19 H -0.162 2.062 -2.274
20 H -2.330 1.779 -0.668
21 H -0.954 -2.247 -1.794
22 H 0.745 -0.409 -2.920
23 O 0.101 0.571 3.764
24 C -0.673 1.440 3.293
25 N -1.062 1.538 1.997
26 S -2.123 2.843 1.654
27 O -1.537 3.682 0.698
28 O -3.372 2.276 1.371
29 C -1.979 3.428 3.406
30 C -2.533 4.569 3.997
31 C -2.281 4.806 5.355
32 C -1.494 3.908 6.092
33 C -0.952 2.778 5.491
34 C -1.211 2.546 4.127
35 H -3.137 5.254 3.403
36 H -2.698 5.696 5.833
37 H -1.302 4.109 7.152
38 H -0.329 2.082 6.058

# 2
ORCA calculation (ωB97M-V with the def2-TZVPD basis set) on C17H14BrNO3SSc as an isolated structure at a distorted geometry.

As for the multiplicity: 1. The value obtained for the LUMO energy is 0.0523 hartree. The total charge is -1. The value obtained for the HOMO-LUMO gap is 3.744 eV.

CARTESIAN COORDINATES (ANGSTROEM)
1 C 0.862 0.093 -2.079
2 C 1.999 0.066 -1.201
3 C 1.980 -1.189 -0.501
4 H 2.786 0.808 -1.157
5 C 0.817 -1.920 -0.918
6 C 0.128 -1.140 -1.896
7 H -0.731 -1.455 -2.488
8 H 0.652 0.874 -2.804
9 H 2.762 -1.544 0.170
10 H 0.560 -2.922 -0.591
11 Sc 0.109 0.258 0.102
12 Br -0.997 2.391 -0.218
13 C -4.681 2.295 -1.251
14 C -4.877 1.284 -2.244
15 C -4.185 1.690 -3.430
16 H -5.478 0.388 -2.131
17 C -3.567 2.954 -3.169
18 C -3.873 3.326 -1.823
19 H -3.569 4.242 -1.333
20 H -5.101 2.304 -0.252
21 H -4.167 1.158 -4.375
22 H -3.000 3.549 -3.876
23 O 2.162 1.788 1.247
24 C 1.887 1.021 2.202
25 N 0.762 0.236 2.147
26 S 0.731 -1.146 3.096
27 O -0.424 -1.182 3.949
28 O 1.034 -2.289 2.263
29 C 2.133 -0.521 3.958
30 C 2.685 -1.182 5.051
31 C 3.843 -0.649 5.630
32 C 4.413 0.506 5.072
33 C 3.857 1.138 3.956
34 C 2.641 0.657 3.432
35 H 2.195 -2.088 5.404
36 H 4.300 -1.149 6.491
37 H 5.334 0.884 5.517
38 H 4.353 1.971 3.454

# 3
ORCA calculation (ωB97M-V with the def2-TZVPD basis set) on C17H14CaClNO2S2 as an isolated structure at a distorted geometry.

As for the multiplicity: 1. The value obtained for the LUMO energy is 0.1702 hartree. The total charge is -2. The value obtained for the HOMO-LUMO gap is 5.052 eV.

CARTESIAN COORDINATES (ANGSTROEM)
1 C 1.057 1.738 -0.697
2 C 2.049 1.496 -1.687
3 C 2.888 0.437 -1.219
4 H 2.192 2.092 -2.576
5 C 2.413 0.030 0.056
6 C 1.322 0.876 0.398
7 H 0.831 0.958 1.364
8 H 0.265 2.489 -0.728
9 H 3.793 0.077 -1.709
10 H 2.864 -0.724 0.697
11 Ca 0.141 -1.077 -2.107
12 Cl -1.878 0.247 -2.487
13 C 0.238 -2.430 -4.460
14 C 1.122 -2.993 -3.489
15 C 2.137 -2.026 -3.200
16 H 1.091 -4.022 -3.128
17 C 1.878 -0.881 -4.000
18 C 0.734 -1.140 -4.806
19 H 0.356 -0.497 -5.607
20 H -0.583 -2.943 -4.973
21 H 2.982 -2.180 -2.524
22 H 2.487 0.027 -4.045
23 O -4.289 1.431 1.096
24 S -2.865 1.540 1.252
25 O -2.226 2.785 0.899
26 N -2.053 0.240 0.582
27 C -1.313 -0.472 1.434
28 S -0.272 -1.629 0.797
29 C -1.452 0.002 2.835
30 C -0.906 -0.464 4.041
31 C -1.224 0.163 5.259
32 C -2.098 1.259 5.277
33 C -2.647 1.732 4.076
34 C -2.332 1.085 2.886
35 H -0.248 -1.334 4.004
36 H -0.791 -0.203 6.196
37 H -2.338 1.737 6.227
38 H -3.326 2.577 4.063

# 4
ORCA calculation (ωB97M-V with the def2-TZVPD basis set) on a 2-piece molecular cluster, C17H14Cl2F9NOP overall at a distorted geometry.

As for the multiplicity: 1. The value obtained for the LUMO energy is -0.1805 hartree. The total charge is +1. The value obtained for the HOMO-LUMO gap is 6.981 eV.

CARTESIAN COORDINATES (ANGSTROEM)
1 O 0.560 -2.845 -0.440
2 P 1.237 -1.557 -0.175
3 C 0.527 -0.203 -1.284
4 C 1.172 1.025 -1.453
5 C 0.663 1.992 -2.267
6 N -0.468 1.740 -2.929
7 C -1.131 0.602 -2.805
8 C -0.687 -0.400 -1.984
9 C -1.498 -1.690 -1.842
10 C -2.136 -1.699 -0.419
11 C -3.652 -1.758 -0.415
12 F -4.126 -2.015 0.826
13 F -4.059 -2.778 -1.207
14 C -4.388 -0.481 -0.906
15 F -5.686 -0.816 -1.036
16 F -4.000 -0.094 -2.155
17 C -4.346 0.740 0.081
18 F -5.474 0.697 0.811
19 F -3.321 0.707 0.959
20 C -4.368 2.128 -0.624
21 F -5.453 2.278 -1.368
22 F -4.436 3.063 0.338
23 F -3.238 2.373 -1.316
24 H 2.580 -1.726 -0.515
25 H 1.161 -1.163 1.178
26 H 2.083 1.285 -0.946
27 H 1.125 2.962 -2.401
28 H -0.828 2.460 -3.550
29 H -2.048 0.437 -3.360
30 H -0.835 -2.535 -2.013
31 H -2.246 -1.664 -2.639
32 H -1.728 -0.893 0.195
33 H -1.795 -2.627 0.055
34 Cl 3.726 0.134 0.232
35 C 4.491 0.179 1.798
36 C 5.860 0.018 1.935
37 Cl 6.888 -0.222 0.570
38 C 6.431 0.050 3.200
39 C 5.635 0.245 4.317
40 C 4.264 0.411 4.175
41 C 3.693 0.377 2.915
42 H 7.498 -0.077 3.313
43 H 6.085 0.268 5.301
44 H 3.641 0.566 5.046
45 H 2.623 0.506 2.805

# 5
ORCA calculation (ωB97M-V with the def2-TZVPD basis set) on one molecule with the formula C17H14F2N4OS2 at a distorted geometry.

The value obtained for the relative energy (zero: lowest compared OMol25 entry of this formula, charge and spin) is 0.0 kcal/mol. As for the multiplicity: 1. The SMILES is O=C1N/C(=N/N=C/c2ccccn2)S[C@H]1Cc1cccc(SC(F)F)c1. The value obtained for the LUMO energy is 0.0040 hartree. The value obtained for the HOMO-LUMO gap is 8.769 eV.

CARTESIAN COORDINATES (ANGSTROEM)
1 O -1.595 -1.441 -2.164
2 C -1.428 -0.768 -1.120
3 N -1.590 -1.177 0.231
4 C -1.405 -0.237 1.082
5 N -1.722 -0.562 2.223
6 N -1.203 0.225 3.224
7 C -1.898 1.201 3.699
8 C -1.596 1.557 5.115
9 N -2.407 2.493 5.544
10 C -2.139 3.244 6.708
11 C -0.767 2.842 7.471
12 C -0.026 1.813 6.927
13 C -0.577 1.336 5.731
14 H 0.356 0.564 5.416
15 H 0.748 1.642 7.508
16 H -0.675 3.565 8.259
17 H -2.903 4.092 6.970
18 H -2.858 1.443 3.361
19 S -0.791 1.221 0.469
20 C -0.607 0.603 -1.363
21 H -1.323 1.090 -2.067
22 C 0.938 0.445 -1.893
23 C 0.923 -0.208 -3.144
24 C 1.299 -1.441 -3.401
25 C 1.160 -2.352 -4.506
26 C 0.846 -1.314 -5.648
27 C 0.370 0.095 -5.643
28 C 0.580 0.475 -4.194
29 H 0.290 1.682 -4.288
30 H 0.269 0.691 -6.429
31 H 0.938 -1.868 -6.645
32 S 1.569 -3.891 -4.845
33 C 3.461 -3.603 -4.407
34 F 3.542 -3.186 -3.252
35 F 3.969 -2.657 -5.290
36 H 4.082 -4.632 -4.491
37 H 1.273 -2.270 -2.437
38 H 1.360 1.610 -1.846
39 H 1.335 -0.220 -1.095
40 H -1.796 -2.103 0.230

# 6
ORCA calculation (ωB97M-V with the def2-TZVPD basis set) on C17H14IIrN3O7 as an isolated structure.

The value obtained for the relative energy (zero: lowest compared OMol25 entry of this formula, charge and spin) is 25.4 kcal/mol. As for the multiplicity: 5. The value obtained for the LUMO energy (alpha / beta) is 0.0820 / 0.0145 hartree. The total charge is -1. The value obtained for the HOMO-LUMO gap (alpha / beta) is 7.166 / 5.865 eV.

CARTESIAN COORDINATES (ANGSTROEM)
1 Ir -0.003 -0.780 0.030
2 N -2.401 -0.100 -0.271
3 C -2.412 1.356 -0.371
4 C -1.542 1.930 0.744
5 O -1.881 2.927 1.362
6 N -0.397 1.215 0.924
7 C 0.360 1.410 2.078
8 C 0.156 0.067 3.025
9 O 0.235 0.290 4.215
10 O -0.041 -0.974 2.358
11 H -2.848 -0.550 -1.059
12 H -2.856 -0.415 0.578
13 H -3.407 1.800 -0.300
14 H -1.971 1.641 -1.329
15 H 0.071 2.283 2.656
16 H 1.437 1.368 1.887
17 O -1.850 -3.083 -3.087
18 C -1.174 -2.360 -2.362
19 O -0.972 -2.489 -1.111
20 C -0.484 -1.157 -3.019
21 C -0.583 -0.925 -4.382
22 C 0.076 0.167 -4.921
23 C 0.824 0.983 -4.081
24 C 0.882 0.674 -2.733
25 N 0.228 -0.366 -2.222
26 H -1.166 -1.611 -4.980
27 H 0.012 0.380 -5.981
28 H 1.363 1.839 -4.464
29 H 1.470 1.251 -2.029
30 I 4.110 -6.725 2.745
31 C 3.700 -4.725 2.202
32 C 2.599 -4.449 1.413
33 C 2.358 -3.136 1.040
34 C 3.197 -2.110 1.456
35 C 4.287 -2.417 2.263
36 C 4.550 -3.725 2.639
37 C 3.008 -0.645 1.058
38 O 3.718 0.188 1.614
39 O 2.172 -0.367 0.117
40 H 1.939 -5.242 1.089
41 H 1.503 -2.924 0.410
42 H 4.923 -1.605 2.588
43 H 5.405 -3.955 3.260